Record 1
This record from the OMol25 dataset describes a 8-piece molecular cluster, C43H87FN2O12S8 overall at a distorted geometry. The level of theory is the ωB97M-V functional and the def2-TZVPD basis.

Structure (ORCA input):
```
! RIJCOSX wB97M-V def2-TZVPD def2/J DEFGRID3
* xyz 0 1
C 4.4997 -4.9105 2.9943
C 3.0808 -5.1199 2.2932
C 2.5601 -3.8186 1.5665
C 0.9896 -3.7895 1.4044
N 0.4914 -3.0055 0.2477
C 0.3090 -1.6472 0.7085
C -0.9185 -1.1583 1.3904
C -2.1647 -2.0902 1.6223
O -1.8630 -3.3350 2.2558
C -2.1734 -4.4579 1.4337
C -3.5739 -5.0985 1.7596
O -4.5492 -4.0665 1.5803
C -5.3136 -4.2401 0.3862
C -6.4273 -3.0813 0.3761
O -5.9779 -2.0818 1.3009
C -7.0590 -1.3511 1.8947
C -7.0753 0.0696 1.1784
C -0.9298 0.2438 1.8449
N -2.0516 0.8191 2.5596
C 0.1994 1.1667 1.6073
C 0.0717 2.6486 2.0870
C -1.1062 3.3740 1.2741
C -0.6147 4.5200 0.3325
F 0.3535 4.1116 -0.6014
C 1.3767 0.6776 0.9207
C 1.4348 -0.7292 0.4684
C 2.7336 -1.1831 -0.2940
O 2.6625 -1.9501 -1.2198
C 4.0633 -0.5335 0.2053
C 5.3753 -1.3827 0.1848
C 5.7152 -1.8686 -1.2885
C 5.4588 -3.3928 -1.5826
C 5.9527 -4.3801 -0.4645
C 6.3240 -3.7434 -2.8954
C 3.9881 0.7579 0.6438
S 5.4113 1.6860 1.2838
C 2.6375 1.5509 0.6344
O 2.6079 2.7317 0.3925
H 4.6299 -3.8268 3.2669
H 4.5300 -5.4949 3.9547
H 5.3527 -5.2723 2.3730
H 3.1806 -5.9892 1.5907
H 2.3861 -5.4156 3.1318
H 3.0571 -3.7107 0.5691
H 2.8281 -2.9553 2.2446
H 0.6561 -4.8672 1.3673
H 0.5814 -3.3974 2.3823
H -0.3596 -3.3950 -0.1520
H -2.9533 -1.5912 2.2487
H -2.6413 -2.2135 0.6057
H -2.1583 -4.2534 0.3317
H -1.4050 -5.2507 1.6732
H -3.6251 -5.6080 2.7532
H -3.7434 -5.8881 0.9662
H -4.7103 -4.1672 -0.5611
H -5.8318 -5.2365 0.3683
H -6.5078 -2.6576 -0.6646
H -7.3892 -3.5519 0.7179
H -6.7711 -1.1793 2.9712
H -8.0502 -1.8682 1.8597
H -6.0954 0.5420 1.4416
H -7.9617 0.6857 1.4491
H -7.0142 -0.1706 0.0775
H -2.6112 1.4021 1.9396
H -2.6033 0.0996 3.0212
H -0.2189 2.6123 3.1722
H 1.0296 3.2156 2.0336
H -1.9359 3.6660 1.9631
H -1.5262 2.5704 0.5993
H -1.5012 4.8697 -0.2708
H -0.2948 5.3836 0.9692
H 6.2665 -0.7955 0.5387
H 5.2329 -2.2015 0.9337
H 6.7673 -1.6005 -1.5480
H 5.0240 -1.2994 -1.9727
H 4.4080 -3.6523 -1.8481
H 5.3117 -4.2635 0.4530
H 7.0469 -4.3325 -0.2464
H 5.7264 -5.4234 -0.8351
H 6.7485 -2.8047 -3.3494
H 7.1305 -4.4906 -2.6815
H 5.6415 -4.1796 -3.6691
H 6.2692 0.7985 1.9037
C -5.0513 1.2334 -4.5529
S -4.8617 0.0790 -3.1862
O -6.2022 -0.5142 -2.9102
C -4.5549 1.3279 -1.9221
H -5.2891 0.6668 -5.4517
H -5.8616 1.9330 -4.3397
H -4.1182 1.7737 -4.7060
H -5.3964 2.0209 -1.8720
H -3.6361 1.8670 -2.1587
H -4.4419 0.8244 -0.9613
C -7.5525 -9.0241 2.0472
S -7.5335 -7.2498 1.7356
O -6.6082 -7.0083 0.5909
C -6.6525 -6.7974 3.2405
H -8.0297 -9.5159 1.2003
H -6.5320 -9.3944 2.1543
H -8.1245 -9.2289 2.9533
H -5.6874 -7.3052 3.2730
H -7.2519 -7.0717 4.1096
H -6.4946 -5.7179 3.2358
C 8.1800 6.4200 2.3415
S 7.1171 4.9648 2.3669
O 8.0069 3.7644 2.4290
C 6.5342 5.1134 0.6733
H 8.6800 6.4969 3.3066
H 8.9270 6.3219 1.5524
H 7.5733 7.3113 2.1766
H 7.3805 5.0945 -0.0140
H 5.9784 6.0408 0.5560
H 5.8772 4.2715 0.4624
C 3.2112 5.0936 -2.2836
S 4.7312 5.8961 -2.8224
O 5.5370 6.1901 -1.6013
C 3.9596 7.4386 -3.3460
H 3.4645 4.1145 -1.8772
H 2.7270 5.6919 -1.5108
H 2.5431 4.9687 -3.1368
H 3.4296 7.8926 -2.5074
H 3.2677 7.2395 -4.1653
H 4.7415 8.1155 -3.6901
C -1.6950 3.6915 -8.2112
S -1.5005 2.5355 -6.8429
O -2.8409 1.9438 -6.5664
C -1.1917 3.7839 -5.5799
H -1.9351 3.1227 -9.1086
H -2.5049 4.3902 -7.9966
H -0.7611 4.2336 -8.3661
H -2.0329 4.4770 -5.5285
H -0.2737 4.3229 -5.8175
H -1.0765 3.2808 -4.6197
C -7.6845 4.1373 4.5845
S -8.2802 2.4455 4.7601
O -7.4986 1.5983 3.8175
C -9.8949 2.7336 4.0128
H -6.6623 4.1810 4.9585
H -7.6996 4.4303 3.5337
H -8.3131 4.8084 5.1715
H -9.7724 3.1138 2.9976
H -10.4540 3.4488 4.6178
H -10.4338 1.7868 3.9830
C 8.2211 1.8739 -1.1940
S 7.1833 2.4618 -2.5436
O 6.9183 1.3012 -3.4406
C 8.4494 3.4748 -3.3304
H 7.6347 1.1854 -0.5874
H 9.0932 1.3545 -1.5951
H 8.5355 2.7186 -0.5785
H 9.3075 2.8561 -3.5976
H 8.7556 4.2694 -2.6484
H 8.0254 3.9162 -4.2322
*
```

The frontier orbital gap comes out at 7.99 eV. The relative energy (zero: lowest compared OMol25 entry of this formula, charge and spin) comes out at 84.1 kcal/mol. The LUMO energy comes out at -0.2 eV. The calculation puts the total energy at -5987.96170 hartree.

---

Record 2
This record from the OMol25 dataset describes a 19-piece molecular cluster, C43H87N9O10S5 overall at a distorted geometry. The level of theory is the ωB97M-V functional and the def2-TZVPD basis.

Structure (ORCA input):
```
! RIJCOSX wB97M-V def2-TZVPD def2/J DEFGRID3
* xyz 0 1
C -4.7983 -3.5105 5.0851
C -3.5628 -2.9279 4.6140
N -2.5366 -2.4582 4.3015
H -4.7411 -4.5959 5.0032
H -5.6985 -3.0944 4.6327
H -4.6959 -3.4773 6.1698
C 0.0777 -5.8601 3.1598
C 0.8884 -4.6359 3.1086
N 1.4667 -3.6120 3.0630
H 0.5297 -6.5430 3.8792
H 0.0354 -6.5631 2.3279
H -0.9510 -5.6305 3.4375
C 2.8768 3.2143 -1.1308
C 1.9332 4.0340 -0.3453
N 1.1365 4.6548 0.2266
H 2.6558 3.5522 -2.1433
H 2.6977 2.1482 -0.9918
H 3.9518 3.3755 -1.0490
C -1.1635 4.3330 -2.6886
C -1.0805 4.9287 -3.9898
N -0.9143 5.3849 -4.9707
H -0.5135 4.9154 -2.0356
H -0.7103 3.3476 -2.5803
H -2.1705 4.3154 -2.2719
C 0.5925 0.4045 -4.7498
C -0.6413 -0.3933 -4.6030
N -1.6071 -0.9982 -4.5629
H 0.3026 1.4552 -4.7524
H 1.1942 0.1771 -5.6297
H 1.2216 0.2038 -3.8826
C 3.1616 -1.9230 -3.2576
C 4.0305 -2.9487 -3.6826
N 4.7947 -3.7442 -4.1118
H 3.2484 -0.9568 -3.7547
H 3.2234 -1.6867 -2.1953
H 2.1815 -2.3245 -3.5152
C -6.4725 -1.3220 1.5377
C -5.7151 -0.4664 2.5318
N -5.1152 0.2028 3.2923
H -7.3678 -0.7592 1.2733
H -6.6170 -2.2379 2.1109
H -5.9292 -1.3279 0.5929
C 3.0771 -0.7491 4.1487
C 2.9837 0.6736 4.0464
N 2.9652 1.8491 3.9293
H 3.7329 -1.1676 3.3852
H 2.0996 -1.2065 3.9959
H 3.2816 -1.0662 5.1713
C -4.2576 -2.2767 -3.3186
C -4.0760 -2.3044 -1.9278
N -3.8765 -2.2764 -0.8059
H -5.2025 -2.6137 -3.7448
H -3.3379 -2.6530 -3.7665
H -4.2091 -1.2266 -3.6069
C 4.9933 -4.7963 2.4323
S 5.7757 -5.0973 0.8176
O 5.8899 -6.6038 0.7298
C 4.2977 -4.6286 -0.1254
H 4.7071 -3.7580 2.6002
H 5.7695 -5.0007 3.1697
H 4.1832 -5.5255 2.4345
H 4.2499 -5.2734 -1.0029
H 4.2805 -3.6050 -0.4996
H 3.4059 -4.8460 0.4624
C -2.9397 3.5320 1.9996
S -3.8031 4.9904 1.3360
O -5.1867 4.7838 1.8936
C -2.9397 6.4241 2.0914
H -3.0223 3.3892 3.0770
H -1.8715 3.6297 1.8059
H -3.3251 2.6485 1.4908
H -1.8670 6.3406 1.9167
H -3.0245 6.5676 3.1686
H -3.3522 7.2799 1.5571
C -1.2438 -4.3420 -2.6962
S -2.3007 -5.4588 -3.7420
O -3.5895 -4.7635 -4.1267
C -1.3648 -5.1954 -5.3139
H -0.2795 -4.8195 -2.5221
H -1.7045 -4.1548 -1.7263
H -1.1246 -3.3859 -3.2058
H -1.7125 -6.0163 -5.9410
H -0.3376 -5.4876 -5.0956
H -1.4668 -4.2074 -5.7628
C -0.1815 -1.5290 -0.7217
S 0.9065 -0.0705 -0.3093
O 0.7174 0.6759 -1.6168
C -0.1295 0.9884 0.9571
H -0.6651 -2.0826 0.0831
H 0.3608 -2.1657 -1.4208
H -0.9489 -1.1141 -1.3752
H -0.1495 0.5130 1.9377
H -1.1667 1.1060 0.6431
H 0.2963 1.9817 1.0987
C 3.1152 5.5831 2.8840
S 2.7189 7.3715 3.1459
O 3.8552 8.1524 2.5856
C 1.5048 7.6310 1.7545
H 2.2462 5.0060 3.2001
H 4.1063 5.2893 3.2296
H 3.1744 5.4440 1.8045
H 1.1011 8.6427 1.7930
H 0.7724 6.8440 1.5743
H 2.0692 7.5941 0.8227
C -4.0028 -5.9043 1.3925
C -5.3084 -5.5261 0.7249
O -6.0948 -4.7402 1.2651
C -5.4492 -5.9695 -0.6660
H -4.2419 -6.0640 2.4439
H -3.1580 -5.2178 1.4482
H -3.7073 -6.8879 1.0273
H -4.6073 -5.7219 -1.3126
H -6.4073 -5.5229 -0.9323
H -5.6207 -7.0392 -0.7856
C -1.5266 4.5477 7.0088
C -0.9610 4.3989 5.6012
O -0.8636 5.3646 4.7845
C -0.4586 2.9647 5.2813
H -2.1080 5.4526 7.1856
H -0.8518 4.4092 7.8536
H -2.2388 3.7263 7.0872
H -1.2529 2.2483 5.0715
H 0.2630 2.7790 6.0769
H 0.0357 2.9838 4.3100
C 7.4489 1.9876 -3.0493
C 7.2001 0.7028 -3.7779
O 8.1283 0.1661 -4.4316
C 5.7877 0.0770 -3.8417
H 6.6433 2.6882 -3.2691
H 8.4115 2.3749 -3.3832
H 7.4498 1.8434 -1.9689
H 5.4563 -0.1075 -4.8636
H 5.0621 0.6425 -3.2570
H 5.7974 -0.9045 -3.3679
C -5.8413 3.1482 -5.3993
C -4.9828 3.3864 -4.1099
O -4.9795 4.4622 -3.5255
C -4.2664 2.2691 -3.4714
H -6.0941 2.0897 -5.4593
H -5.3160 3.3612 -6.3303
H -6.7791 3.6708 -5.2112
H -4.5177 1.3213 -3.9474
H -4.4768 2.2114 -2.4035
H -3.2141 2.4729 -3.6695
C 6.1076 -0.9176 0.2732
C 5.1249 0.1992 0.0617
O 4.3239 0.1124 -0.8792
C 4.9473 1.3067 1.1232
H 6.3513 -1.1182 1.3165
H 6.9818 -0.7222 -0.3477
H 5.5927 -1.7960 -0.1157
H 3.9568 1.7515 1.2188
H 5.7834 1.9576 0.8674
H 5.2924 0.9676 2.1000
*
```

The frontier orbital gap comes out at 7.99 eV. The LUMO energy comes out at -0.4 eV. The calculation puts the total energy at -4926.35324 hartree.

---

Record 3
This record from the OMol25 dataset describes a 11-piece molecular cluster, C43H92Br4N11O2 overall at a distorted geometry. The level of theory is the ωB97M-V functional and the def2-TZVPD basis.

Structure (ORCA input):
```
! RIJCOSX wB97M-V def2-TZVPD def2/J DEFGRID3
* xyz 3 1
C 9.0411 -13.5780 7.7085
C 7.9146 -14.3602 7.0318
N 8.3159 -14.7122 5.6785
C 8.9245 -15.9196 5.3450
C 9.0649 -15.9335 4.0014
N 8.5382 -14.7438 3.4981
C 8.2517 -14.0028 4.5682
C 8.2811 -14.4073 2.1114
H 9.3030 -12.7606 7.0247
H 9.9681 -14.1261 7.8579
H 8.6635 -13.0376 8.5764
H 7.0415 -13.7170 6.8823
H 7.5530 -15.2093 7.6057
H 9.0727 -16.6573 6.1135
H 9.3617 -16.7045 3.3108
H 7.6640 -13.1045 4.4161
H 9.1902 -14.5140 1.5243
H 7.8498 -13.4096 2.1463
H 7.5589 -15.0756 1.6420
C 5.3462 -8.5003 4.1910
C 3.8463 -8.4788 4.4615
N 3.5533 -8.3944 5.8927
C 3.7157 -7.3151 6.7298
C 3.2509 -7.6801 7.9400
N 2.8677 -8.9991 7.8613
C 3.0628 -9.4106 6.6012
C 2.4576 -9.8527 8.9563
H 5.9206 -9.3516 4.5560
H 5.7528 -7.5602 4.5898
H 5.5788 -8.4109 3.1271
H 3.3738 -9.4023 4.1293
H 3.3569 -7.6410 3.9669
H 4.1454 -6.3859 6.4007
H 3.1977 -7.1046 8.8468
H 2.8791 -10.4131 6.2370
H 1.3784 -9.9789 8.8770
H 2.7214 -9.4566 9.9324
H 3.0116 -10.7879 8.8695
C 6.7300 -7.2325 -1.5257
C 6.1022 -6.8800 -0.1677
N 7.0705 -6.5056 0.8791
C 6.8980 -5.5462 1.8465
C 7.9735 -5.5936 2.6817
N 8.8361 -6.5175 2.1415
C 8.2756 -7.0412 1.0587
C 10.1635 -6.8395 2.6582
H 7.8207 -7.1924 -1.4658
H 6.4843 -6.4959 -2.2847
H 6.5093 -8.2527 -1.8238
H 5.5111 -7.7197 0.1938
H 5.4338 -6.0309 -0.2914
H 5.9210 -5.0943 1.9001
H 8.2318 -5.0366 3.5631
H 8.7445 -7.8154 0.4740
H 10.6380 -7.5758 2.0217
H 10.0566 -7.1117 3.7063
H 10.7794 -5.9374 2.6902
C 5.9892 -0.5561 13.7928
C 6.7238 -0.5761 12.4744
N 6.8198 -1.8744 11.8111
C 6.0558 -2.3248 10.7811
C 6.4128 -3.6227 10.5664
N 7.4242 -3.9321 11.4442
C 7.5876 -2.8774 12.2534
C 8.0202 -5.2556 11.6731
H 4.9024 -0.5117 13.6606
H 6.1966 0.3741 14.3188
H 6.0916 -1.4259 14.4431
H 7.7225 -0.1650 12.6171
H 6.1623 0.0700 11.8001
H 5.3214 -1.7265 10.2705
H 6.0730 -4.4032 9.9075
H 8.3084 -2.7641 13.0465
H 9.0944 -5.1515 11.5287
H 7.5795 -5.9508 10.9656
H 7.8118 -5.6485 12.6657
C 5.0982 -8.8982 17.6542
C 6.4427 -8.1915 17.7389
C 7.2557 -8.2489 16.4293
C 7.6802 -9.6547 15.9982
N 7.6918 -9.8946 14.4809
C 8.2693 -11.2776 14.2542
C 9.6645 -11.0457 13.6678
C 9.4164 -9.7950 12.8359
C 8.6768 -8.9500 13.8267
C 6.3092 -9.7967 13.9297
H 5.0854 -9.7856 17.0098
H 4.3095 -8.2737 17.2345
H 4.8132 -9.3116 18.6199
H 6.9882 -8.5832 18.5961
H 6.3157 -7.1157 17.8658
H 8.1500 -7.6227 16.4605
H 6.6408 -7.7999 15.6454
H 7.1290 -10.4330 16.5270
H 8.7106 -9.9430 16.2240
H 7.6246 -11.8639 13.5953
H 8.2668 -11.8893 15.1558
H 9.9523 -11.9721 13.1756
H 10.2981 -10.8937 14.5454
H 8.8272 -10.1416 11.9814
H 10.2997 -9.3022 12.4294
H 8.1224 -8.1201 13.3831
H 9.3176 -8.4883 14.5752
H 5.9918 -8.7634 14.0260
H 5.5645 -10.5005 14.2928
H 6.4194 -10.0248 12.8662
C 9.1854 -9.7884 8.3760
N 8.0053 -8.9366 7.9806
C 7.7489 -7.9226 9.0510
C 8.4273 -8.2277 6.7132
C 6.8660 -9.8399 7.5994
C 6.3833 -10.8371 8.6284
O 5.9945 -10.1049 9.7948
H 9.0668 -10.1384 9.3990
H 10.0956 -9.2028 8.2885
H 9.2544 -10.6880 7.7685
H 6.6774 -7.7150 9.0454
H 8.3905 -7.0512 8.9464
H 7.9461 -8.3064 10.0495
H 8.8486 -8.9783 6.0483
H 9.0275 -7.3560 6.9583
H 7.5372 -7.8605 6.1941
H 7.0456 -10.3882 6.6652
H 6.0583 -9.1826 7.2581
H 7.1885 -11.5165 8.9415
H 5.7153 -11.5605 8.1498
H 5.4918 -10.7795 10.3076
C 10.7549 -4.0691 6.6810
N 11.5825 -3.0604 7.4004
C 11.6591 -1.6962 6.7306
C 11.0219 -2.8166 8.7829
C 13.0019 -3.5744 7.6737
C 13.8264 -3.8439 6.4338
O 13.3079 -4.9720 5.7601
H 9.7036 -3.7966 6.7996
H 10.9062 -5.0798 7.0541
H 10.9490 -3.9637 5.6161
H 11.8757 -1.9516 5.6947
H 12.5009 -1.1523 7.1444
H 10.7042 -1.1915 6.8242
H 11.0740 -3.7953 9.2524
H 10.0082 -2.4377 8.6899
H 11.6882 -2.1494 9.3215
H 12.8767 -4.4458 8.3203
H 13.4861 -2.8198 8.2930
H 14.8471 -4.0371 6.7767
H 13.9083 -2.9681 5.7814
H 13.9996 -5.3799 5.2291
Br 5.1843 -12.2427 5.2848
Br 9.4892 -10.6656 3.8604
Br 4.0276 -12.5158 11.2645
Br 11.3253 -7.0597 9.7682
*
```

The frontier orbital gap comes out at 5.36 eV. The LUMO energy comes out at -6.3 eV. The calculation puts the total energy at -12741.60386 hartree.